No. 1
C32H52Br2FN2O10PS as an isolated structure in a non-equilibrium geometry. Source: the OMol25 dataset; level of theory: ωB97M-V with the def2-TZVPD basis set.

**HOMO level**: -8.68 eV
**Gap between HOMO and LUMO**: 7.50 eV
**Charge**: 0

Last column: Löwdin charge in e.
Cartesian coordinates (Å):
C 1.10745 -1.33880 0.12387  -0.059
C -0.06998 -0.30821 0.46824  -0.296
O 0.37381 1.03273 0.14440  -0.240
P -0.87957 2.10946 -0.09528  0.639
O -0.26858 3.48727 0.01527  -0.329
C -2.15656 2.03301 1.30657  -0.199
C -3.64672 1.86002 0.78652  -0.178
C -3.88994 0.59801 -0.10228  -0.143
C -3.62217 -0.83461 0.30978  -0.433
Br -2.96530 -1.24676 2.12425  0.846
C -3.83078 -1.97729 -0.60005  -0.189
C -3.50578 -3.44407 -0.17923  -0.123
C -2.83571 -4.21868 -1.39500  -0.722
O -3.11429 -5.34144 -1.68469  0.007
Br -1.42441 -3.31999 -2.49158  0.683
C -4.36846 -1.62484 -1.96370  -0.259
N -4.68762 -2.47959 -3.01128  -0.260
S -5.24516 -1.62141 -4.33046  0.984
N -5.20576 -0.05043 -3.73807  -0.217
C -4.71171 -0.22251 -2.45494  -0.259
C -4.42196 0.85031 -1.45163  -0.108
F -4.71204 2.15494 -1.83699  0.037
O -1.59115 2.03188 -1.60542  -0.245
C -0.95122 1.08899 -2.50400  -0.260
C 0.51779 1.52525 -2.95288  -0.067
H 1.24523 -2.06588 0.98390  0.076
H 2.09249 -0.80170 0.02190  0.064
H 0.85861 -1.97912 -0.77283  0.039
H -0.23709 -0.40518 1.57796  0.086
H -0.96326 -0.66132 -0.11624  0.078
H -2.12875 3.01995 1.86170  0.085
H -1.82599 1.25572 2.04550  0.038
H -3.98589 2.81361 0.28325  0.127
H -4.29482 1.74480 1.71366  0.125
H -4.36838 -4.00574 0.26386  0.144
H -2.68606 -3.40311 0.60669  0.054
H -1.56554 1.10633 -3.45937  0.126
H -0.99110 0.01491 -2.15258  0.086
H 0.54418 2.02458 -3.96564  0.056
H 1.10688 0.55355 -3.00851  0.081
H 1.04128 2.14229 -2.16515  0.074
C -2.40195 -7.72187 0.37156  -0.013
C -1.11166 -8.33000 0.85268  -0.505
O -0.93187 -8.58564 2.02691  0.041
C -0.05108 -8.60851 -0.18063  -0.017
H -3.07158 -7.57623 1.22066  0.087
H -2.20635 -6.75408 -0.08979  0.059
H -2.88458 -8.38955 -0.34441  0.094
H 0.24720 -7.67780 -0.66753  0.088
H -0.42958 -9.31591 -0.92083  0.087
H 0.82212 -9.04471 0.30615  0.084
C -1.71222 -5.03732 4.24567  -0.008
C -0.99290 -4.71780 2.96229  -0.475
O -1.43124 -3.89545 2.17979  -0.035
C 0.28921 -5.45586 2.68587  -0.005
H -2.61805 -4.43288 4.31303  0.081
H -1.99254 -6.09236 4.26121  0.090
H -1.07172 -4.80510 5.09864  0.089
H 0.09589 -6.52983 2.63358  0.064
H 1.01803 -5.24198 3.47008  0.092
H 0.69733 -5.12588 1.72919  0.085
C -3.16503 5.44255 5.05335  -0.023
C -3.42485 5.75524 3.60227  -0.496
O -3.56561 4.87289 2.78232  0.059
C -3.50281 7.20761 3.21028  -0.022
H -3.13452 4.36096 5.19015  0.081
H -2.20400 5.86152 5.35769  0.086
H -3.96678 5.85144 5.67137  0.085
H -2.55659 7.70420 3.43343  0.087
H -4.31950 7.69454 3.74694  0.085
H -3.69351 7.28291 2.13929  0.084
C -1.75509 4.95975 -3.97938  -0.006
C -1.03215 4.58473 -5.24708  -0.491
O -0.51017 3.49719 -5.37642  0.053
C -0.98280 5.61328 -6.34793  -0.027
H -1.71077 4.12640 -3.27639  0.070
H -1.27765 5.82856 -3.52212  0.091
H -2.80243 5.17746 -4.19913  0.088
H -0.47125 6.51098 -5.99537  0.085
H -1.99567 5.85983 -6.67216  0.084
H -0.43223 5.20746 -7.19758  0.081
C 3.90177 2.09180 1.25616  -0.009
C 4.57396 0.78437 1.58720  -0.493
O 3.96916 -0.26775 1.53024  0.049
C 6.02406 0.83443 1.99059  -0.023
H 2.86162 1.90610 0.98281  0.069
H 3.92282 2.75137 2.12592  0.088
H 4.40637 2.56589 0.41202  0.090
H 6.13851 1.43838 2.89296  0.088
H 6.62196 1.25252 1.17812  0.058
H 6.37599 -0.17720 2.19928  0.081
C 10.27961 0.65868 0.24002  -0.022
C 9.46737 1.71053 -0.47058  -0.498
O 8.47619 2.19136 0.03689  0.056
C 9.93558 2.14118 -1.83646  -0.024
H 9.82749 0.44687 1.20966  0.081
H 10.29377 -0.26076 -0.34841  0.087
H 11.29762 1.01941 0.39939  0.086
H 9.93455 1.28704 -2.51641  0.086
H 10.93842 2.56733 -1.76878  0.086
H 9.25809 2.90084 -2.22771  0.083



No. 2
C12H15N6NiO2S2 as an isolated structure in a non-equilibrium geometry. Source: the OMol25 dataset; level of theory: ωB97M-V with the def2-TZVPD basis set.

**HOMO level (alpha / beta)**: -6.08 / -8.13 eV
**Multiplicity**: 4
**Gap between HOMO and LUMO (alpha / beta)**: 5.81 / 7.71 eV
**<S²>**: 3.795
**Charge**: 0

Last column: natural (NBO) charge in e.
Cartesian coordinates (Å):
Ni -0.75121 -0.03046 0.41472  1.360
N -0.34343 1.04372 2.13121  -0.888
C -0.49826 0.36770 3.44578  -0.219
C 0.50566 -0.76607 3.79642  -0.525
C 0.77448 -1.82072 2.62310  0.802
O 1.46292 -2.80789 2.91042  -0.682
O 0.39244 -1.47333 1.46436  -0.889
H 0.63020 1.46787 2.10666  0.379
H -1.04613 1.80016 2.08388  0.407
H -1.50535 0.03917 3.56123  0.199
H -0.29801 1.06758 4.27612  0.178
H 0.05134 -1.23132 4.68201  0.229
H 1.46635 -0.27373 4.01195  0.209
S -2.97501 0.48685 -1.49784  0.358
C -2.07353 -0.93375 -1.78887  0.228
N -2.46555 -1.68732 -2.85653  -0.590
C -2.05363 -2.97459 -2.95950  -0.017
C -1.21063 -3.53224 -2.05709  -0.279
C -0.71845 -2.61290 -1.03214  -0.072
N -1.12934 -1.33052 -0.94888  -0.572
H -2.92683 -1.24108 -3.64117  0.417
H -2.47619 -3.45285 -3.86391  0.211
H -0.80405 -4.56361 -2.04866  0.248
H 0.05114 -2.91004 -0.25542  0.256
N 2.04091 4.08435 -1.93228  -0.782
C 2.07034 2.79984 -1.58332  0.359
C 0.83120 2.23958 -1.06184  -0.002
N 0.71087 1.02728 -0.67448  -0.460
C 1.87503 0.25248 -0.69545  -0.103
C 3.04578 0.79158 -1.14850  0.016
N 3.16026 2.01397 -1.67485  -0.445
H 1.18965 4.65537 -2.01049  0.407
H 2.77509 4.40160 -2.58652  0.408
H -0.02048 2.89909 -0.90779  0.199
H 1.87441 -0.77644 -0.27124  0.263
H 4.03853 0.25895 -1.07691  0.218
S -3.20970 1.96735 0.94525  -0.104
C -2.44080 0.75439 0.12061  -0.721



No. 3
A 2-piece molecular cluster, CCl4OS overall in a non-equilibrium geometry. Source: the OMol25 dataset; level of theory: ωB97M-V with the def2-TZVPD basis set.

**HOMO level**: -9.33 eV
**Gap between HOMO and LUMO**: 8.25 eV
**Charge**: 0

Last column: natural (NBO) charge in e.
Cartesian coordinates (Å):
C -2.78060 0.01315 -0.87721  -0.211
O 1.89226 1.52350 0.52157  -0.853
S 1.62101 0.38506 -0.23087  1.342
Cl -2.51276 -1.61827 -0.95290  0.095
Cl -1.92904 0.80129 0.24678  0.120
Cl 1.09851 -1.24129 0.98526  -0.245
Cl 3.61200 -0.16573 -0.62561  -0.248



No. 4
C27H25Br2N3O3RhS3 as an isolated structure. Source: the OMol25 dataset; level of theory: ωB97M-V with the def2-TZVPD basis set.

**HOMO level (alpha / beta)**: -10.51 / -10.57 eV
**Multiplicity**: 5
**Gap between HOMO and LUMO (alpha / beta)**: 6.87 / 5.03 eV
**<S²>**: 6.049
**Charge**: +1

Last column: natural (NBO) charge in e.
Cartesian coordinates (Å):
Rh -0.61608 -0.96035 -0.61093  1.253
Br -3.72339 2.58024 1.83020  0.210
C -3.65895 0.76331 2.13239  -0.130
C -4.41907 0.18021 3.13401  -0.268
C -4.36288 -1.18264 3.36883  -0.026
Br -5.40222 -1.88151 4.73854  0.182
C -3.52478 -2.05921 2.58498  -0.058
C -3.43100 -3.44883 2.76554  -0.127
C -2.59651 -4.17390 1.95098  -0.230
C -1.86325 -3.51189 0.96346  0.100
N -1.94578 -2.20541 0.77419  -0.481
C -2.75471 -1.48957 1.57268  0.087
C -2.77784 -0.03734 1.31201  0.469
O -2.06223 0.43865 0.42412  -0.556
H -5.06196 0.79732 3.74554  0.261
H -4.00742 -3.93601 3.53963  0.249
H -2.49670 -5.24408 2.06055  0.248
H -1.18685 -4.04973 0.31144  0.227
O 0.63673 -0.07805 -1.84879  -0.783
C 0.32182 1.22381 -2.30679  0.122
C 0.96474 1.44863 -3.65816  -0.217
C 0.53902 2.21472 -4.69730  -0.254
C 1.47617 2.24921 -5.77441  -0.253
C 2.57689 1.49527 -5.51959  -0.411
S 2.48718 0.73702 -3.98849  0.469
C -1.18627 1.31457 -2.42725  -0.167
C -2.06202 2.32822 -2.25597  -0.251
C -3.42632 1.91052 -2.39276  -0.220
C -3.55156 0.58599 -2.64821  -0.422
S -2.00854 -0.16858 -2.77906  0.442
C 0.81693 2.24383 -1.30148  -0.198
C 1.17885 3.53850 -1.50194  -0.253
C 1.54973 4.20636 -0.29775  -0.245
C 1.46850 3.39798 0.79053  -0.418
S 0.95547 1.81991 0.36194  0.424
H -0.40846 2.73635 -4.69950  0.230
H 1.32426 2.79603 -6.69312  0.231
H 3.42595 1.32221 -6.16090  0.244
H -1.75371 3.33176 -1.99664  0.245
H -4.27229 2.57708 -2.30187  0.234
H -4.45352 0.01964 -2.81397  0.247
H 1.19254 3.99462 -2.48253  0.241
H 1.87389 5.23588 -0.25331  0.233
H 1.70063 3.63760 1.81571  0.241
C 3.11504 -1.99043 3.28727  -0.408
N 2.02127 -1.45308 2.48307  -0.452
C 0.71903 -1.55519 3.10998  -0.398
C 2.06153 -1.52461 1.11559  0.828
O 1.06392 -1.93942 0.47048  -0.784
N 3.18114 -1.12568 0.48942  -0.413
C 4.13481 -0.19064 1.06537  -0.413
C 3.39951 -1.44315 -0.91643  -0.408
H 2.83411 -2.96895 3.68739  0.199
H 3.34663 -1.32703 4.12128  0.208
H 4.00799 -2.11748 2.68576  0.221
H 0.78924 -1.15389 4.12097  0.212
H 0.36676 -2.59127 3.16964  0.186
H -0.00930 -0.96855 2.55552  0.205
H 3.74616 0.22471 1.99010  0.222
H 4.27966 0.62516 0.35519  0.219
H 5.10285 -0.65880 1.25577  0.201
H 2.59513 -2.06485 -1.28841  0.238
H 4.35805 -1.95295 -1.02512  0.200
H 3.41151 -0.52220 -1.49940  0.216



No. 5
C3H8N2O2 as an isolated structure in a non-equilibrium geometry. Source: the OMol25 dataset; level of theory: ωB97M-V with the def2-TZVPD basis set.

**HOMO level (alpha / beta)**: 1.85 / 1.85 eV
**Gap between HOMO and LUMO (alpha / beta)**: 5.41 / 5.41 eV
**Charge**: -2

Last column: natural (NBO) charge in e.
Cartesian coordinates (Å):
C -0.01481 -1.50750 1.31812  -0.606
C -1.74174 -1.09260 -0.44199  -0.999
C -0.77932 -0.41826 0.53364  -0.159
N 0.46035 1.55674 -0.16507  0.097
N 0.22655 0.31978 -0.18177  -0.301
O -0.11553 2.42849 0.61999  -0.698
O 2.44611 2.24977 -1.79110  -1.159
H -0.70377 -2.26591 1.69994  0.190
H 0.68979 -1.98982 0.63926  0.188
H 0.55458 -1.08659 2.15381  0.165
H 1.47270 1.97420 -0.96532  0.437
H -1.12570 -1.65258 -1.19847  0.121
H -2.25731 -0.29425 -1.04015  0.132
H -1.34795 0.20891 1.25390  0.170
H 2.23607 1.56962 -2.43480  0.423



No. 6
C12H27ClIO2P2Tc as an isolated structure in a non-equilibrium geometry. Source: the OMol25 dataset; level of theory: ωB97M-V with the def2-TZVPD basis set.

**HOMO level (alpha / beta)**: -19.45 / -18.96 eV
**Multiplicity**: 4
**Gap between HOMO and LUMO (alpha / beta)**: 7.78 / 5.54 eV
**<S²>**: 3.791
**Charge**: +3

Last column: natural (NBO) charge in e.
Cartesian coordinates (Å):
C -1.18949 -1.86179 -2.66020  -0.686
C -1.32563 -3.48063 -2.38378  0.367
H -2.06359 -1.42132 -3.23005  0.323
H -0.33455 -1.61557 -3.29981  0.266
H -1.16438 -1.28735 -1.72874  0.226
O -1.66901 -4.13709 -3.41346  -0.275
I -1.61542 -5.09062 -1.01300  0.773
Tc 1.19806 0.82863 -0.66614  0.374
P 2.28325 -1.11189 -1.38997  1.178
C 1.87498 -2.87359 -1.15480  -0.943
C 2.49026 -1.05813 -3.15559  -0.955
H 4.34749 -0.13384 -0.53837  0.284
H 4.47302 -1.82308 -1.14469  0.289
H 3.79796 -1.46796 0.46782  0.284
C 3.87714 -1.11278 -0.56576  -0.956
H 2.67318 -0.03489 -3.46841  0.290
H 3.34175 -1.70506 -3.37299  0.295
H 2.52179 -3.48863 -1.79480  0.295
H 0.86242 -3.04204 -1.52786  0.212
H 1.61201 -1.45495 -3.66585  0.257
H 1.91991 -3.28956 -0.14097  0.284
C 0.30589 -0.84164 0.31196  0.521
O -0.33648 -1.81798 0.60699  -0.460
Cl 1.89214 2.59384 -1.81144  -0.193
C -2.78760 1.13305 -0.21834  -0.610
C -1.59551 2.09625 0.07271  -0.750
P -0.25338 1.47599 1.14078  1.248
C 0.57937 2.46336 2.41562  -0.744
C -0.20781 3.63521 3.05888  -0.613
C -1.32366 0.51836 2.32107  -0.709
C -2.39919 1.17915 3.20430  -0.621
H -2.48055 0.12887 -0.57028  0.181
H -3.41738 1.57101 -1.00673  0.271
H -3.45905 1.00016 0.65280  0.249
H -1.10312 2.35123 -0.89376  0.248
H -1.98760 2.98423 0.59604  0.298
H 0.91624 1.78374 3.21104  0.283
H 1.51842 2.82760 1.99562  0.262
H -0.51201 3.39889 4.10186  0.251
H 0.41776 4.54717 3.09372  0.271
H -1.10762 3.89108 2.47523  0.217
H -1.82110 -0.24635 1.70508  0.231
H -0.66159 -0.04706 2.99382  0.255
H -3.15450 1.77871 2.68122  0.228
H -3.00112 0.43153 3.75750  0.272
H -1.93164 1.82575 3.95172  0.236



Short version: energy relative to the best compared isomer or geometry (same formula, charge and spin) = 243.34; 0.00; 306.90; 0.00; 74.50; 0.00 kJ/mol, in the order given.